[1]
ORCA calculation (ωB97M-V/def2-TZVPD) on a cluster of 3 separate species, C2H10O2S in total.

```
! RIJCOSX wB97M-V def2-TZVPD def2/J DEFGRID3
* xyz 0 1
C 0.202 -0.307 0.861
S 1.934 -0.738 0.608
C 1.801 -1.695 -0.936
H -0.183 0.196 -0.010
H 0.176 0.408 1.674
H -0.431 -1.146 1.151
H 2.341 -1.159 -1.706
H 2.292 -2.663 -0.809
H 0.763 -1.923 -1.164
O -1.477 2.560 -0.845
H -1.869 3.381 -1.186
H -0.956 2.247 -1.598
O -3.389 0.421 -0.067
H -2.886 1.243 0.049
H -3.354 -0.079 0.752
*
```

Computed properties:
Kohn-Sham gap: 8.956 eV
Energy: -630.8460 Eh
Relative energy (zero: lowest compared OMol25 entry of this formula, charge and spin): 29.0 kJ/mol
Strongest force on any atom: 0.8 eV/Å

natural (NBO) atomic charge list, values in e, 2 entries: number 1, C, carries -0.741; number 2, S, carries 0.168

[2]
ORCA calculation (ωB97M-V/def2-TZVPD) on a structure of composition C25H30N6Pt at a distorted geometry.

```
! RIJCOSX wB97M-V def2-TZVPD def2/J DEFGRID3
* xyz 2 1
Pt 0.500 -0.550 0.416
C -0.811 -3.483 0.847
C 0.623 -3.977 0.690
C 1.633 -3.238 1.524
C 2.493 -3.947 2.352
C 3.453 -3.289 3.095
C 3.547 -1.910 2.996
C 2.671 -1.253 2.162
N 1.725 -1.895 1.442
N -1.097 -2.298 0.036
C -1.043 -2.549 -1.394
C 0.278 -2.102 -2.034
C 0.531 -2.480 -3.343
C 1.698 -2.080 -3.969
C 2.607 -1.302 -3.268
C 2.303 -0.940 -1.976
N 1.168 -1.326 -1.366
C -2.306 -1.640 0.503
C -2.036 -0.869 1.789
C -3.079 -0.573 2.648
C -2.844 0.186 3.783
C -1.557 0.625 4.048
C -0.557 0.305 3.156
N -0.781 -0.418 2.048
H -0.989 -3.230 1.894
H -1.505 -4.293 0.586
H 0.935 -3.934 -0.357
H 0.652 -5.026 0.979
H 2.403 -5.024 2.405
H 4.124 -3.843 3.739
H 4.287 -1.350 3.550
H 2.716 -0.181 2.039
H -1.832 -1.992 -1.902
H -1.222 -3.606 -1.622
H -0.195 -3.088 -3.867
H 1.899 -2.375 -4.990
H 3.536 -0.979 -3.716
H 2.976 -0.332 -1.389
H -3.135 -2.347 0.638
H -2.626 -0.899 -0.233
H -4.072 -0.939 2.422
H -3.656 0.425 4.456
H -1.329 1.206 4.930
H 0.465 0.619 3.323
N -0.116 1.222 -0.344
C -0.095 2.311 -0.738
N -0.104 3.535 -1.160
C -0.330 4.672 -0.237
C -1.501 5.508 -0.732
C -1.295 5.925 -2.188
C -1.078 4.706 -3.084
C 0.094 3.874 -2.588
H 0.585 5.269 -0.217
H -0.501 4.277 0.763
H -1.589 6.386 -0.091
H -2.425 4.932 -0.633
H -0.427 6.588 -2.257
H -2.157 6.492 -2.536
H -0.868 5.017 -4.108
H -1.980 4.089 -3.104
H 1.025 4.441 -2.667
H 0.209 2.949 -3.151
*
```

Computed properties:
Kohn-Sham gap: 7.790 eV
Energy: -1418.0295 Eh
Relative energy (zero: lowest compared OMol25 entry of this formula, charge and spin): 79.1 kJ/mol
Strongest force on any atom: 1.3 eV/Å

natural (NBO) atomic charge list, values in e, 2 entries: number 1, Pt, carries 0.959; number 2, C, carries -0.216

[3]
ORCA calculation (ωB97M-V/def2-TZVPD) on an isolated molecule of C8H11O4PS at a distorted geometry.

```
! RIJCOSX wB97M-V def2-TZVPD def2/J DEFGRID3
* xyz 0 1
C 0.979 3.009 -0.946
O 1.006 1.788 -0.206
P 0.094 0.538 -0.876
O -1.162 0.720 0.326
S -2.392 1.651 0.383
C -3.746 0.357 0.208
O -2.311 2.433 -0.814
O -2.588 2.317 1.612
C 0.955 -0.865 -0.052
C 0.970 -2.142 -0.541
C 1.739 -3.131 0.126
C 2.581 -2.774 1.139
C 2.589 -1.428 1.573
C 1.749 -0.505 1.034
H 1.442 3.710 -0.230
H 0.080 3.584 -1.137
H 1.643 3.037 -1.823
H -3.233 -0.650 0.038
H -4.379 0.319 1.112
H -4.302 0.678 -0.698
H 0.673 -2.352 -1.555
H 1.839 -4.117 -0.355
H 3.258 -3.442 1.575
H 3.223 -1.129 2.426
H 1.459 0.473 1.456
*
```

Computed properties:
Kohn-Sham gap: 10.009 eV
Energy: -1351.9145 Eh
Relative energy (zero: lowest compared OMol25 entry of this formula, charge and spin): 63.9 kJ/mol
Strongest force on any atom: 3.0 eV/Å

natural (NBO) atomic charge list, values in e, 2 entries: number 1, C, carries -0.288; number 2, O, carries -0.792